No. 1
{
  "formula": "C26H30N6O4",
  "method": "wB97M-V/def2-TZVPD",
  "total_energy_ha": -1638.3104,
  "smiles": "COC(=O)c1cccc(N(C(=O)c2cnccn2)[C@H](C(=O)NC2CCCCC2)c2cn(C)nc2C)c1",
  "elements": ["C", "O", "C", "O", "C", "C", "C", "C", "C", "N", "C", "O", "C", "C", "N", "C", "C", "N", "C", "C", "O", "N", "C", "C", "C", "C", "C", "C", "C", "C", "N", "C", "N", "C", "C", "C", "H", "H", "H", "H", "H", "H", "H", "H", "H", "H", "H", "H", "H", "H", "H", "H", "H", "H", "H", "H", "H", "H", "H", "H", "H", "H", "H", "H", "H", "H"],
  "coordinates": [[5.662, -1.749, 2.562], [4.572, -2.309, 1.847], [3.540, -1.490, 1.612], [3.517, -0.335, 1.971], [2.430, -2.155, 0.892], [2.356, -3.538, 0.757], [1.259, -4.099, 0.129], [0.219, -3.302, -0.318], [0.286, -1.919, -0.179], [-0.808, -1.111, -0.583], [-1.342, -1.279, -1.824], [-0.896, -2.043, -2.654], [-2.558, -0.440, -2.103], [-3.840, -0.944, -1.884], [-4.917, -0.221, -2.131], [-4.734, 0.998, -2.613], [-3.462, 1.486, -2.878], [-2.380, 0.770, -2.621], [-1.426, -0.183, 0.375], [-1.351, 1.284, -0.082], [-2.236, 2.069, 0.190], [-0.220, 1.606, -0.728], [0.026, 2.914, -1.300], [0.317, 2.791, -2.794], [0.557, 4.170, -3.399], [1.718, 4.864, -2.694], [1.443, 4.979, -1.198], [1.194, 3.602, -0.588], [-0.817, -0.295, 1.737], [0.074, 0.565, 2.350], [0.387, 0.026, 3.538], [1.341, 0.521, 4.486], [-0.246, -1.125, 3.738], [-0.991, -1.344, 2.668], [-1.857, -2.544, 2.540], [1.414, -1.348, 0.391], [6.033, -0.856, 2.054], [5.352, -1.475, 3.573], [6.431, -2.517, 2.596], [3.148, -4.157, 1.146], [1.196, -5.170, 0.010], [-0.646, -3.749, -0.783], [-4.003, -1.942, -1.500], [-5.626, 1.583, -2.792], [-3.295, 2.468, -3.298], [-2.493, -0.437, 0.457], [0.415, 0.871, -0.998], [-0.890, 3.491, -1.140], [-0.520, 2.290, -3.283], [1.208, 2.173, -2.935], [0.771, 4.073, -4.465], [-0.346, 4.775, -3.291], [1.872, 5.858, -3.119], [2.634, 4.289, -2.852], [2.288, 5.456, -0.698], [0.562, 5.605, -1.039], [0.967, 3.702, 0.475], [2.092, 2.987, -0.689], [0.488, 1.499, 2.028], [1.343, -0.155, 5.338], [2.333, 0.546, 4.031], [1.070, 1.525, 4.815], [-1.868, -3.080, 3.485], [-2.873, -2.253, 2.279], [-1.477, -3.207, 1.763], [1.527, -0.280, 0.482]],
  "mulliken_charge": [-0.695, -0.325, 0.330, -0.610, -0.198, -0.702, -1.064, -0.351, -0.507, 0.637, 0.479, -0.653, 0.123, -0.064, -0.647, -0.418, -0.202, -0.173, 1.787, -1.011, -0.719, 0.564, -0.526, -0.507, -0.846, -0.696, -0.903, -0.596, 0.041, -1.435, 1.024, -0.864, -1.133, -0.613, -1.189, 0.766, 0.289, 0.303, 0.240, 0.510, 0.391, 0.528, 0.485, 0.403, 0.411, 0.811, 0.391, 0.449, 0.271, 0.408, 0.380, 0.362, 0.350, 0.320, 0.395, 0.370, 0.330, 0.249, 0.862, 0.284, 0.330, 0.311, 0.437, 0.300, 0.179, 0.549]
}

=====

No. 2
{
  "formula": "C26H31AsClHfI2N2O3SSe5",
  "method": "wB97M-V/def2-TZVPD",
  "total_energy_ha": -17089.2742,
  "total_charge": 1,
  "elements": ["Hf", "Se", "Se", "Se", "Se", "I", "I", "C", "C", "C", "C", "Cl", "C", "C", "C", "O", "C", "C", "O", "O", "H", "H", "H", "H", "H", "H", "H", "H", "C", "As", "C", "C", "C", "C", "C", "C", "C", "C", "H", "H", "H", "H", "H", "H", "H", "H", "H", "H", "H", "H", "H", "Se", "N", "C", "C", "C", "C", "C", "C", "N", "H", "H", "H", "H", "C", "S", "C", "H", "H", "H", "H", "H", "H"],
  "coordinates": [[-0.172, -0.341, 0.240], [0.023, -2.873, 0.902], [-2.069, -3.443, 1.794], [-2.401, -1.526, 3.067], [-2.621, -0.063, 1.266], [1.391, -2.389, -2.706], [4.015, -2.508, -3.213], [5.901, 1.145, 2.279], [5.658, -0.125, 1.504], [6.460, -0.426, 0.403], [6.316, -1.619, -0.273], [7.313, -1.949, -1.657], [5.393, -2.568, 0.141], [4.578, -2.274, 1.214], [4.690, -1.057, 1.870], [3.853, -0.869, 2.958], [2.898, 0.159, 2.935], [1.822, 0.013, 1.890], [2.012, -0.590, 0.789], [0.671, 0.532, 2.085], [6.933, 1.469, 2.153], [5.724, 0.994, 3.344], [5.264, 1.968, 1.939], [7.227, 0.271, 0.090], [5.314, -3.514, -0.373], [3.831, -2.978, 1.558], [3.345, 1.150, 2.789], [2.408, 0.162, 3.908], [0.822, 3.049, -2.403], [1.478, 1.696, -1.179], [2.441, 2.795, 0.097], [2.950, 0.887, -2.189], [4.009, 1.854, -2.621], [5.099, 2.130, -1.800], [6.073, 3.034, -2.197], [5.972, 3.674, -3.424], [4.896, 3.397, -4.256], [3.924, 2.491, -3.858], [1.669, 3.592, -2.818], [0.187, 3.746, -1.857], [0.257, 2.584, -3.210], [3.175, 3.398, -0.436], [2.963, 2.150, 0.801], [1.745, 3.441, 0.626], [2.485, 0.411, -3.051], [3.348, 0.106, -1.538], [5.191, 1.615, -0.851], [6.919, 3.233, -1.550], [6.733, 4.376, -3.735], [4.820, 3.877, -5.222], [3.098, 2.260, -4.523], [-2.068, -2.215, -1.864], [-1.492, -0.514, -1.661], [-2.411, 0.285, -2.212], [-2.379, 1.700, -2.230], [-3.397, 2.358, -2.844], [-4.494, 1.674, -3.454], [-4.571, 0.323, -3.442], [-3.523, -0.410, -2.812], [-3.494, -1.730, -2.728], [-1.557, 2.220, -1.761], [-3.387, 3.440, -2.876], [-5.272, 2.258, -3.927], [-5.391, -0.221, -3.890], [-2.653, 3.608, 0.585], [-0.964, 3.061, 0.895], [-1.059, 2.917, 2.687], [-2.861, 4.481, 1.201], [-3.362, 2.812, 0.811], [-2.735, 3.893, -0.461], [-1.319, 3.886, 3.110], [-0.084, 2.606, 3.048], [-1.800, 2.164, 2.954]],
  "mulliken_charge": [-0.028, 0.000, -0.163, -0.126, -0.252, 0.336, -0.110, -1.800, 1.123, -0.672, -0.058, -0.188, -0.798, -0.206, 0.285, -0.597, -0.625, 1.138, -0.089, -0.479, 0.447, 0.434, 0.225, 0.499, 0.636, 0.519, 0.259, 0.377, -1.437, 0.742, -1.018, -0.592, -0.124, 0.061, -0.875, -0.528, -0.773, -0.296, 0.582, 0.430, 0.407, 0.523, -0.135, 0.543, 0.610, -0.130, 0.604, 0.461, 0.408, 0.416, 0.481, 0.451, -0.150, 0.334, 0.487, -0.958, -0.679, -0.705, 0.480, -0.738, 0.377, 0.489, 0.410, 0.483, -0.959, 0.435, -1.031, 0.465, 0.244, 0.189, 0.490, 0.180, 0.259]
}

=====

No. 3
{
  "formula": "C26H31AsClHfN3O3S7",
  "method": "wB97M-V/def2-TZVPD",
  "total_energy_ha": -6930.8792,
  "elements": ["Hf", "S", "As", "S", "S", "S", "C", "C", "N", "C", "C", "S", "C", "C", "S", "C", "N", "C", "H", "H", "H", "H", "H", "H", "H", "H", "Cl", "C", "O", "C", "C", "C", "C", "C", "C", "N", "C", "C", "C", "C", "C", "C", "C", "O", "H", "H", "H", "H", "H", "H", "H", "H", "H", "H", "H", "H", "H", "C", "C", "S", "O", "C", "C", "H", "H", "H", "H", "H", "H", "H", "H", "H", "H"],
  "coordinates": [[0.202, -1.128, -0.123], [4.054, -3.104, 2.549], [2.114, -3.451, 1.767], [0.628, -1.793, 2.273], [2.038, -2.860, -0.343], [1.459, -5.363, 2.205], [-0.398, -4.648, -1.612], [-1.269, -4.172, -0.492], [-1.263, -2.974, 0.020], [-2.170, -2.835, 1.081], [-2.814, -3.992, 1.372], [-2.367, -5.211, 0.290], [-2.370, -1.528, 1.717], [-3.255, -1.260, 2.724], [-3.238, 0.401, 3.068], [-2.028, 0.667, 1.877], [-1.664, -0.426, 1.261], [-1.458, 2.041, 1.777], [-0.016, -3.797, -2.125], [-0.954, -5.258, -2.319], [0.421, -5.277, -1.219], [-3.523, -4.151, 2.159], [-3.882, -1.966, 3.235], [-2.218, 2.769, 2.067], [-1.095, 2.214, 0.754], [-0.606, 2.110, 2.466], [1.204, -0.926, -2.451], [1.777, 4.297, 1.517], [2.520, 3.066, 1.611], [2.322, 2.290, 2.658], [1.794, 2.721, 3.863], [1.573, 1.867, 4.945], [1.941, 0.545, 4.873], [2.521, 0.073, 3.703], [2.658, 0.899, 2.596], [3.197, 0.196, 1.471], [3.383, 0.401, 0.206], [2.887, 1.510, -0.601], [3.754, 2.277, -1.377], [3.271, 3.310, -2.118], [1.891, 3.541, -2.223], [1.036, 2.727, -1.502], [1.508, 1.704, -0.675], [0.692, 0.877, -0.011], [2.021, 4.688, 0.531], [2.118, 4.986, 2.287], [0.713, 4.082, 1.562], [1.550, 3.751, 4.002], [1.160, 2.225, 5.879], [1.835, -0.151, 5.690], [2.876, -0.939, 3.643], [3.487, -0.796, 1.768], [3.933, -0.392, -0.278], [4.816, 1.998, -1.414], [3.949, 3.914, -2.683], [1.477, 4.371, -2.831], [-0.040, 2.839, -1.603], [-3.514, 1.278, -4.558], [-3.210, 0.762, -3.161], [-1.518, 0.094, -2.985], [-1.515, -0.483, -1.578], [-1.740, -1.393, -4.100], [-2.821, -2.334, -3.554], [-4.398, 1.889, -4.558], [-3.687, 0.456, -5.256], [-2.701, 1.845, -4.946], [-3.887, -0.011, -2.817], [-3.210, 1.573, -2.434], [-0.745, -1.836, -4.083], [-1.937, -1.027, -5.091], [-2.952, -2.251, -2.480], [-2.588, -3.387, -3.787], [-3.731, -2.137, -4.074]],
  "mulliken_charge": [-0.165, -0.485, 0.482, -0.320, -0.255, -0.488, -1.343, 0.435, 1.332, -0.326, -0.607, -0.272, -0.216, -0.803, -0.276, 0.071, 0.919, -0.627, 0.212, 0.476, 0.256, 0.451, 0.439, 0.694, -0.225, 0.059, -0.569, -0.893, -0.364, 0.570, -0.369, -0.880, -0.813, -0.542, 0.713, 0.447, -1.059, 1.246, -0.773, -0.794, -0.905, -0.671, 0.294, 1.365, 0.250, 0.417, 0.251, 0.366, 0.416, 0.468, 0.440, -0.222, 0.492, 0.458, 0.446, 0.382, 0.360, -1.280, -0.404, 0.205, -0.488, -0.576, -1.079, 0.401, 0.290, 0.358, 0.332, 0.467, 0.408, 0.542, 0.192, 0.337, 0.348]
}

=====

| no. | HOMO level (eV) |
| --- | --- |
| 1 | -8.85 |
| 2 | -10.54 |
| 3 | -6.61 |